{"formula": "CH3BrN4", "method": "ωB97M-V/def2-TZVPD", "elements": ["C", "N", "N", "N", "N", "Br", "H", "H", "H"], "coordinates": [[1.001, 1.038, 1.563], [-2.003, -0.913, -2.518], [-0.998, -1.093, -2.021], [0.202, -1.134, -1.729], [0.368, 0.174, 0.953], [-1.482, 0.439, 0.658], [2.045, 0.786, 1.783], [0.589, 1.876, 2.003], [0.278, -1.173, -0.693]], "atomic_forces_ev_per_a": [[1.650, -0.602, 0.824], [1.309, -0.774, 1.027], [-1.232, 1.098, -1.689], [-0.172, -0.506, 0.961], [-0.974, -1.818, -1.305], [0.192, 0.398, 0.393], [-0.137, 0.207, -0.296], [-0.827, 1.997, 0.746], [0.192, -0.002, -0.661]], "spin_multiplicity": 1, "lumo_ev": 0.149, "total_energy_ha": -2832.8215, "e_above_lowest_kj_mol": 6.5}